DFT (wB97M-V/def2-TZVPD) results for a cluster of 9 separate species, C16H38Cl6F6N3O6 in total in a non-equilibrium geometry.

```
! wB97M-V def2-TZVPD RIJCOSX def2/J DEFGRID3
* xyz 1 1
N 1.31593 3.08280 -2.13052
H 1.18805 3.93945 -2.65252
H 1.85639 2.33432 -2.54675
H 0.40560 2.70038 -1.87620
H 1.75953 3.40490 -1.28056
N -1.57906 3.79198 1.11019
H -2.44870 4.28766 0.96862
H -1.74897 2.93557 1.63100
H -0.81807 4.22667 1.61284
H -1.27056 3.40022 0.22465
N 1.04950 1.79799 3.67529
H 1.59948 2.55046 3.28254
H 1.64011 0.97555 3.71957
H 0.19666 1.63680 3.14023
H 0.69246 2.19274 4.53581
O -1.27800 1.34161 2.30123
C -1.14403 0.52431 1.13624
C -0.50250 1.02303 -0.25741
O -0.98864 2.11702 -1.02854
H -2.13129 0.07518 1.00962
H -0.54721 -0.34726 1.41535
H -0.32594 0.15914 -0.90185
H 0.54642 1.27282 -0.07230
C 0.06642 -1.29740 -3.76738
C 1.07340 -0.91292 -4.87641
O 2.41806 -1.15270 -4.46122
C 3.10458 -0.20678 -3.74739
O 2.54952 0.79877 -3.33610
C 4.54141 -0.63439 -3.51046
F 5.03750 -1.08912 -4.63950
F 5.22568 0.47642 -3.05746
F 4.60125 -1.60341 -2.59728
H 0.19920 -0.72228 -2.85038
H 0.06520 -2.34519 -3.46820
H -0.97274 -1.09688 -4.03032
H 0.97798 0.14947 -5.09931
H 0.80198 -1.56459 -5.70597
C 4.52247 -0.10887 0.66501
C 3.01292 -0.17235 0.46399
O 2.38818 -1.27329 1.08007
C 2.36962 -1.35029 2.44541
O 2.60774 -0.44368 3.23106
C 1.88795 -2.71278 2.95888
F 1.94220 -3.67009 2.08024
F 2.69194 -3.07407 3.96250
F 0.65109 -2.63881 3.46234
H 4.74156 0.59873 1.46527
H 5.19519 0.22356 -0.12522
H 4.88055 -1.07686 1.01646
H 2.75188 -0.33293 -0.58162
H 2.60983 0.74436 0.89474
Cl -2.87688 -3.74327 -1.49460
C -2.01507 -2.56142 -0.45007
C -0.80410 -3.19546 0.26056
Cl 0.50307 -3.46895 -1.01789
H -2.73774 -2.14270 0.25087
H -1.76635 -1.67385 -1.03185
H -1.05404 -4.21888 0.53762
H -0.39711 -2.62254 1.09259
Cl -5.58282 2.71334 -2.08059
C -4.01715 1.77749 -2.04937
C -4.24999 0.32486 -1.72831
Cl -4.63571 -0.51690 -3.22806
H -3.45048 2.31543 -1.29039
H -3.59751 1.95796 -3.03786
H -4.96162 0.04987 -0.95048
H -3.30606 -0.02560 -1.30881
Cl -1.93819 -2.23043 5.45301
C -2.75217 -1.68686 3.91441
C -3.30767 -0.30300 3.96724
Cl -4.57338 -0.17991 5.26568
H -3.54126 -2.37607 3.61658
H -1.92908 -1.60234 3.20450
H -3.78860 -0.04461 3.02401
H -2.62980 0.51884 4.19296
*
```

As for the gap between HOMO and LUMO: 7.43 eV. The energy above the lowest of the compared OMol25 structures with the same formula, charge and spin comes out at 1.393 eV. The largest force on an atom comes out at 4.4 eV/A.